Molecular formula: C5H8N3O
Method: DFT, ωB97M-V with the def2-TZVPD basis set

Computed properties:
LUMO ... -5.687 eV
Calculated total energy ... -434.4425 hartree
Frontier orbital gap ... 9.144 eV
Highest occupied orbital energy ... -14.8 eV
Total charge ... +1

```
17
Properties=species:S:1:pos:R:3:nbo_charge:R:1
C 1.022 0.005 1.816 -0.242
C 1.981 3.241 1.435 0.870
C 0.003 0.397 -0.347 -0.715
C 1.428 -1.734 -0.024 -0.642
C 0.652 -0.477 0.591 0.306
N 0.126 1.692 3.350 0.279
N 0.466 0.899 2.649 0.148
N 2.285 2.064 1.464 -0.839
O 1.414 4.205 1.166 -0.426
H -0.669 -0.101 -0.979 0.270
H 0.730 0.656 -1.041 0.282
H -0.476 1.279 -0.009 0.243
H 0.733 -1.949 -0.811 0.240
H 1.819 -2.525 0.575 0.261
H 2.311 -1.329 -0.550 0.263
H 1.048 -0.928 2.551 0.288
H 3.202 1.950 1.789 0.415
```